Computed, not measured: C18H24F13N2O5Si2 as an isolated structure at a distorted geometry, with the ωB97M-V functional and the def2-TZVPD basis.

```
64
Properties=species:S:1:pos:R:3:lowdin_charge:R:1
C -1.59653 -2.23010 4.52098 0.08
C -0.90280 -1.49545 3.91861 -0.25
C -0.02646 -0.60534 3.20459 -0.31
Si -0.13674 1.17368 3.80575 0.53
O -1.27125 2.10232 3.05782 -0.39
Si -1.24914 2.32713 1.37977 0.61
C 0.45962 2.78734 0.70342 -0.22
C 0.94112 1.85565 -0.42312 -0.13
C 2.26349 1.22383 -0.10134 -0.42
F 3.22145 2.18791 0.03958 0.10
F 2.20245 0.58906 1.09523 0.11
C 2.78411 0.24095 -1.20027 -0.32
F 1.93093 0.28070 -2.25508 0.12
F 3.97863 0.66404 -1.67261 0.13
C 2.91625 -1.27805 -0.84647 -0.31
F 1.71103 -1.85229 -1.04832 0.16
F 3.77306 -1.80695 -1.75708 0.14
C 3.39258 -1.78232 0.55719 -0.31
F 3.84114 -3.05405 0.36107 0.13
F 2.32938 -1.87674 1.37272 0.15
C 4.53925 -1.00799 1.28678 -0.34
F 4.93156 0.08173 0.61866 0.17
F 4.10314 -0.62672 2.50495 0.16
C 5.80351 -1.87027 1.56055 -0.54
F 5.54151 -2.85662 2.41268 0.19
F 6.71883 -1.05661 2.12721 0.16
F 6.32480 -2.35183 0.43255 0.18
C -1.98467 0.81598 0.49234 -0.80
O -2.02553 0.98834 -0.75181 -0.11
O -2.37664 -0.17498 1.14906 -0.10
H -1.97574 -3.05370 5.06047 0.01
H 0.98775 -0.93859 3.43247 0.07
H -0.15090 -0.71358 2.13397 0.06
H -0.43391 1.13243 5.25445 -0.02
H 1.18233 1.84197 3.67219 -0.02
H -2.13419 3.46977 1.11928 0.01
H 0.40442 3.79267 0.30863 0.07
H 1.22270 2.83853 1.47143 0.05
H 1.02783 2.41705 -1.34092 0.13
H 0.23765 1.05290 -0.63450 0.10
C -4.90734 1.66700 2.42308 0.00
C -5.29211 2.93963 1.70774 -0.54
O -4.53450 3.88873 1.63476 0.01
N -6.52479 2.98792 1.11943 0.00
C -7.53900 1.95557 1.08950 -0.09
H -3.90559 1.78306 2.82428 0.06
H -5.59805 1.46410 3.24503 0.08
H -4.89807 0.82112 1.73492 0.09
H -6.71299 3.85899 0.65198 0.13
H -7.76103 1.67391 0.05774 0.08
H -8.46061 2.31608 1.55436 0.07
H -7.20052 1.07487 1.62316 0.07
C 1.29560 -1.28907 -4.67025 -0.01
C 1.02294 -1.54959 -6.13158 -0.55
O 1.09603 -0.67700 -6.98011 0.03
N 0.68585 -2.82311 -6.48224 0.00
C 0.54703 -3.98173 -5.62106 -0.08
H 1.54290 -0.24454 -4.54513 0.07
H 0.41453 -1.51504 -4.06859 0.10
H 2.13473 -1.89552 -4.32572 0.08
H 0.51606 -2.93667 -7.46790 0.13
H 1.24198 -4.76571 -5.92990 0.08
H -0.46857 -4.37715 -5.68305 0.08
H 0.75401 -3.71944 -4.58991 0.07
```

Properties
2S+1: 1
Net charge: -1
Highest occupied orbital energy, eV: -4.427
HOMO-LUMO gap, eV: 6.887
E_tot, a.u.: -3063.39504

Computed, not measured: a 3-piece molecular cluster, C18H24F2O9S2 overall at a distorted geometry, with the ωB97M-V functional and the def2-TZVPD basis.

```
55
Properties=species:S:1:pos:R:3:lowdin_charge:R:1
O -1.80316 -2.20582 -0.22960 -0.42
S -1.35075 -2.82508 1.03715 0.98
O -1.89157 -1.93187 2.33048 -0.34
C -2.59063 -0.72020 1.93787 -0.25
C -4.09828 -0.95718 1.48640 -0.22
C -4.28811 -0.08435 0.17422 -0.56
S -6.07041 -0.09373 -0.37586 0.64
O 0.31602 -2.74920 0.94822 -0.34
C 0.82016 -1.40683 1.15333 -0.23
C 1.74324 -0.89647 -0.01453 -0.16
C 0.94489 -0.18858 -1.17018 -0.15
C 0.43368 1.24236 -0.77438 -0.19
C -0.83304 1.68843 -1.36457 -0.05
C -1.45000 2.97887 -1.05671 -0.08
C -0.75891 3.86053 -0.11258 -0.09
C 0.52396 3.43369 0.44419 -0.07
C 1.12523 2.15134 0.13086 -0.03
H -2.64370 -0.08216 2.86567 0.14
H -2.01340 -0.10437 1.19337 0.10
H -4.76931 -0.57371 2.28985 0.11
H -4.23395 -2.04073 1.24960 0.11
H -3.65382 -0.44605 -0.67141 0.06
H -3.96913 0.98091 0.36082 0.07
H -6.04044 -0.65808 -1.62976 -0.15
H 1.47944 -1.45217 2.06816 0.13
H 0.04123 -0.63519 1.36718 0.11
H 2.39969 -1.71745 -0.39787 0.12
H 2.42112 -0.12569 0.45376 0.10
H 0.02643 -0.81258 -1.36254 0.10
H 1.53375 -0.18233 -2.12747 0.12
H -1.38092 1.03317 -2.08441 0.11
H -2.42585 3.27543 -1.50806 0.10
H -1.23992 4.83169 0.14985 0.09
H 1.00708 4.14465 1.15810 0.09
H 2.09709 1.85834 0.57916 0.08
C 5.68607 4.93061 1.19178 -0.06
C 4.36897 5.54297 1.56778 -0.32
O 3.50233 4.42514 1.62351 0.11
C 4.28942 3.36400 1.96932 -0.54
O 3.87288 2.32431 2.36594 0.17
O 5.60971 3.64832 1.80889 0.08
F 3.92864 6.38629 0.60392 0.08
H 5.79816 4.80841 0.11207 0.15
H 6.53454 5.49872 1.57083 0.14
H 4.36881 6.05525 2.53308 0.18
C -0.05465 -5.89462 -1.76309 -0.06
C -0.68518 -4.62307 -2.24801 -0.33
O -1.34302 -5.02317 -3.43521 0.14
C -1.66932 -6.33620 -3.25256 -0.54
O -2.45436 -6.92927 -3.91667 0.18
O -0.98525 -6.87931 -2.20559 0.07
F 0.25693 -3.70043 -2.56517 0.07
H 0.91901 -6.08186 -2.22225 0.15
H 0.05797 -5.91835 -0.67968 0.14
H -1.40935 -4.18733 -1.55721 0.14
```

Properties
2S+1: 1
Highest occupied orbital energy, eV: -8.945
HOMO-LUMO gap, eV: 9.417
E_tot, a.u.: -2373.48834

Computed, not measured: one molecule with the formula C18H24F6N2, with the ωB97M-V functional and the def2-TZVPD basis.

```
50
Properties=species:S:1:pos:R:3:lowdin_charge:R:1
C 3.69014 0.01817 0.44612 -0.10
H 4.38756 -0.13596 -0.37428 0.08
C 2.25319 -0.03416 -0.05909 -0.26
C 1.92050 -1.30830 -0.83514 -0.20
H 0.89083 -1.23862 -1.18780 0.08
H 2.57119 -1.36268 -1.71078 0.12
C 2.07046 -2.60551 -0.04181 -0.16
H 1.90211 -3.44006 -0.72541 0.10
H 3.09127 -2.69737 0.33234 0.11
C 1.11687 -2.70839 1.15658 -0.30
N -0.27132 -2.49038 0.75104 -0.13
C -1.14153 -2.01032 1.80310 -0.18
H -0.54282 -1.44047 2.51729 0.12
C -2.23702 -1.07775 1.24338 -0.12
C -1.62481 0.10036 0.55681 -0.19
C -1.48143 0.12462 -0.82457 0.04
C -0.88680 1.21056 -1.45138 -0.10
C -0.40389 2.28501 -0.71986 0.05
C -0.53891 2.25076 0.65951 -0.10
C -1.14341 1.17506 1.29390 0.04
H -1.24021 1.18074 2.36986 0.14
C -0.01379 3.37275 1.51244 -0.59
F 0.96723 2.95441 2.33417 0.14
F -0.96662 3.88891 2.30935 0.14
F 0.48828 4.39040 0.80674 0.15
H 0.05928 3.12684 -1.21027 0.13
C -0.74366 1.19190 -2.94912 -0.59
F -0.49993 2.40001 -3.47014 0.15
F -1.84698 0.72580 -3.55766 0.14
F 0.26467 0.39527 -3.34975 0.14
H -1.84333 -0.70128 -1.41780 0.14
H -2.85595 -0.74585 2.07819 0.12
H -2.86511 -1.62822 0.54391 0.11
H -1.63837 -2.82250 2.35530 0.12
C -0.80992 -3.63039 0.02133 -0.16
C -0.61505 -4.96454 0.76105 -0.20
N 0.76966 -5.19277 1.13644 -0.06
H 1.33047 -5.33268 0.30084 0.10
C 1.28682 -4.06077 1.88471 -0.17
H 0.74245 -4.02826 2.83488 0.12
H 2.34131 -4.24124 2.10264 0.12
H -1.20479 -4.97147 1.68368 0.11
H -0.95220 -5.79397 0.13632 0.12
H -0.30427 -3.67589 -0.94792 0.12
H -1.87165 -3.46129 -0.16515 0.11
H 1.38015 -1.91054 1.85791 0.14
H 1.56543 0.07573 0.78101 0.09
H 2.08659 0.81483 -0.72668 0.10
H 3.89349 0.98862 0.89284 0.07
H 3.87003 -0.74280 1.20110 0.06
```

Properties
2S+1: 1
Highest occupied orbital energy, eV: -8.011
HOMO-LUMO gap, eV: 8.490
SMILES: CCCC[C@@H]1CNCCN1CCc1cc(C(F)(F)F)cc(C(F)(F)F)c1
E_tot, a.u.: -1409.04992